{
  "formula": "C20H46P4SeY",
  "method": "ωB97M-V/def2-TZVPD",
  "species": ["C", "P", "C", "H", "H", "H", "H", "H", "H", "H", "H", "C", "H", "H", "H", "H", "H", "C", "H", "C", "H", "H", "C", "C", "H", "H", "H", "H", "H", "C", "C", "H", "H", "C", "H", "H", "H", "H", "H", "H", "C", "C", "H", "H", "H", "C", "C", "H", "C", "P", "H", "Se", "C", "H", "H", "H", "H", "C", "H", "C", "H", "P", "H", "C", "H", "H", "H", "H", "Y", "C", "P", "H"],
  "xyz": [[2.927244, -0.784518, -1.242739], [-1.518654, 1.705764, 1.832793], [-0.463152, 2.928500, 2.655881], [1.992205, -3.163995, -0.045336], [-3.111848, -4.079774, 0.152844], [0.144011, 3.477166, 1.914087], [0.176672, 2.429992, 3.406107], [-3.283971, 0.422409, 2.869131], [3.214772, -1.930134, 3.368017], [-1.036551, 3.647330, -5.454956], [1.868677, -2.047597, -3.645429], [-3.137786, -2.301276, 2.353906], [0.072916, -1.902501, -3.566208], [-1.368830, 1.309307, -1.202295], [-2.824872, -1.898064, 3.324703], [-1.082886, 3.501815, -2.924704], [-1.205905, 3.590376, 3.139994], [-0.118045, 3.453586, -4.881019], [-2.094846, 3.355692, 0.078460], [0.840037, -0.681507, 3.894283], [2.116265, -3.009455, 2.492203], [0.513503, -3.655964, -0.925345], [2.179585, 3.030985, -3.447322], [2.801502, 0.622409, 2.551894], [1.668496, -0.880186, 4.584460], [-3.135658, -0.037888, -3.409292], [-2.862730, -2.612473, -0.872277], [3.082760, 2.942024, -2.881265], [-0.229882, -3.330154, 3.032557], [0.999629, 3.125831, -2.707979], [1.464199, -3.112837, -1.009409], [3.280804, -1.076950, -0.244928], [-3.432683, 2.204287, 0.388823], [-0.146194, 3.397587, -3.470089], [3.027609, 0.300434, -1.366259], [-1.248540, -4.635540, 2.378042], [-1.906131, 0.673897, 3.980759], [0.381754, 0.281115, 4.122476], [-3.671706, -3.249965, 2.515780], [-3.016020, 2.038873, 3.636422], [-2.365828, -3.347292, -0.206416], [2.243402, 3.072513, -4.838863], [3.461871, 0.740127, 1.684283], [3.389592, 0.262334, 3.410560], [-1.421342, -0.618901, -1.737038], [-0.658609, -3.747401, 2.115639], [-2.625051, 2.786506, 0.857527], [-1.567038, -3.845123, -0.786162], [-2.541081, 1.143559, 3.219413], [1.540454, -0.668785, 2.197836], [1.127587, 3.221766, -6.680386], [0.969792, 2.783207, -0.785089], [-1.908901, 0.404837, -1.720819], [2.334983, 1.583300, 2.804764], [3.525285, -1.300853, -2.005232], [-3.028883, 3.472968, 1.614697], [2.079017, -3.563554, -1.803108], [-2.937551, 0.670803, -2.585366], [0.169390, -4.060984, 1.469591], [1.028141, -1.434959, -3.283522], [-3.831994, -1.580700, 1.899082], [-1.665658, -2.464684, 1.283908], [0.087833, -1.464826, 3.985830], [2.672371, -2.077606, 2.429738], [3.199842, 3.001384, -5.359461], [1.055377, -0.420847, -3.710356], [3.402883, -2.157412, 1.629001], [2.376883, 2.221329, -0.917486], [-0.742254, -0.169007, 0.125264], [1.088373, 3.252907, -5.586226], [1.199405, -1.346932, -1.454897], [-3.514012, 1.603714, -2.643509]],
  "forces_ev_per_angstrom": [[-0.0318, 0.2290, -0.0045], [0.0008, 1.2287, 0.7656], [0.0524, -0.0011, -0.0484], [-0.1560, -0.0640, -0.3529], [0.3693, 0.2527, -0.3530], [-0.2584, -0.1243, 0.5394], [-0.2917, 0.4451, -0.3003], [-0.0685, 0.2232, 0.2588], [-0.1130, -0.0054, -0.1330], [0.4235, -0.0826, 0.5057], [-0.3470, 0.2919, -0.0906], [-0.0967, 0.3787, 0.1139], [0.3294, 0.0477, 0.0460], [-1.2627, -1.0655, -1.2395], [-0.1149, -0.1263, -0.1281], [-0.1197, 0.1745, -0.3699], [0.7119, -0.0084, -0.0178], [0.2839, -0.0540, 0.0033], [-0.0764, -0.1409, 0.3493], [-0.3695, -0.1458, -0.2704], [0.0726, -0.1620, 0.0045], [0.3769, 0.0305, -0.1248], [0.3813, -0.1944, 0.7554], [-0.0684, 0.2480, -0.4608], [-0.3173, 0.1031, -0.0231], [-0.3691, 0.0469, 0.8578], [0.0404, -0.4561, 0.3037], [0.7029, -0.1809, 0.0285], [-0.1191, -0.1548, -0.1119], [-0.4238, 0.0163, -2.0173], [-0.2840, 0.0265, 0.0922], [-0.0450, 0.1563, -0.3280], [0.0999, 0.2862, 0.2302], [-0.4155, -0.4108, 0.2641], [0.0536, -0.3530, -0.0522], [-0.0325, 0.3042, -0.1426], [-0.1927, 0.1055, -0.1461], [0.0464, -0.0633, 0.1177], [0.3239, 0.2126, -0.1661], [-0.1143, -0.3005, 0.0821], [0.1269, 0.3307, 0.0883], [-0.0622, 0.2161, -0.0446], [-0.0261, 0.1449, 0.2589], [-0.1698, 0.2615, -0.3153], [-0.4833, 1.0239, -1.3559], [0.2937, 0.1043, -0.0115], [-0.2172, -0.0878, 0.1444], [-0.4734, 0.1201, 0.3431], [-0.0698, -0.0981, -0.1146], [0.5885, 0.5933, 1.0232], [-0.1406, 0.1886, 0.5046], [1.0532, -0.3695, -0.8550], [-1.7520, 1.7305, -2.0101], [0.2090, -0.1873, -0.1352], [0.0015, 0.1782, 0.2291], [-0.2083, 0.0629, -0.5093], [-0.1642, 0.0095, 0.3498], [1.5298, -0.5891, 0.0851], [-0.1830, 0.0568, 0.0909], [-0.2151, 0.1729, 0.2383], [0.0433, -0.2363, 0.1259], [-0.9582, -1.8840, 0.0811], [-0.0167, 0.0461, 0.2435], [-0.1274, -0.5146, -0.3730], [-0.1886, -0.0655, 0.3718], [0.1088, -0.3192, 0.0465], [0.0667, -0.0456, -0.0656], [-1.0432, 0.3712, 0.4935], [2.8031, -0.8672, 2.4684], [-0.7155, -0.0182, 0.6132], [1.2406, -0.8158, -0.6963], [0.5687, -0.2269, 0.2499]],
  "max_force_ev_per_a": 3.83,
  "gap_ev": 6.48,
  "total_charge": 3,
  "e_homo_ha": -0.60339
}